Record 1
This record from OMol25 describes one molecule with the formula C5H10O. The level of theory is the ωB97M-V functional and the def2-TZVPD basis.

ORCA input file:
```
! wB97M-V def2-TZVPD RIJCOSX def2/J DEFGRID3
* xyz 0 1
C 2.06 0.16 0.38
C 0.55 0.26 0.16
C 0.00 -0.48 -1.07
C -1.48 -0.42 -0.84
C -1.34 0.48 1.01
O -0.15 -0.20 1.31
H 2.40 0.85 1.16
H 2.61 0.37 -0.54
H 2.37 -0.86 0.71
H -0.28 1.18 0.03
H 0.35 0.03 -1.97
H 0.39 -1.50 -1.08
H -1.91 -1.35 -0.45
H -2.09 -0.02 -1.67
H -2.25 0.03 1.32
H -1.25 1.47 1.54
*
```

Properties
Frontier orbital gap   10.064 eV
Energy relative to the best compared isomer or geometry (same formula, charge and spin)   100.7 kcal/mol
LUMO energy   1.10 eV

Record 2
This record from OMol25 describes an isolated ion of composition C6H12N and charge +1. The level of theory is the ωB97M-V functional and the def2-TZVPD basis.

ORCA input file:
```
! wB97M-V def2-TZVPD RIJCOSX def2/J DEFGRID3
* xyz 1 1
C 0.96 0.44 -2.63
C 0.14 1.35 -1.76
C 0.57 1.31 -0.25
C 0.35 -0.12 0.30
C -0.65 -0.42 1.13
N -0.56 -1.59 1.95
C -1.42 -1.88 2.86
H 2.01 0.67 -2.62
H 0.66 -0.60 -2.40
H 0.68 0.58 -3.69
H 0.08 2.41 -1.97
H -0.92 1.04 -1.64
H 1.65 1.52 -0.09
H 0.00 1.94 0.46
H 1.10 -0.91 0.29
H -1.44 0.27 1.42
H 0.34 -2.05 2.08
H -2.21 -1.14 3.18
H -1.33 -2.83 3.38
*
```

Properties
Frontier orbital gap   8.738 eV
Energy relative to the best compared isomer or geometry (same formula, charge and spin)   44.6 kcal/mol
LUMO energy   -5.44 eV

Record 3
This record from OMol25 describes one molecule with the formula C5H8N2. The level of theory is the ωB97M-V functional and the def2-TZVPD basis.

ORCA input file:
```
! wB97M-V def2-TZVPD RIJCOSX def2/J DEFGRID3
* xyz 0 1
C 0.02 -0.59 2.43
C 0.74 -0.20 1.20
C -1.19 0.42 0.61
C -0.09 -0.45 -0.07
C 0.47 0.20 -1.40
N 1.12 1.14 1.46
N -0.31 0.87 1.79
H 0.70 -0.20 3.21
H -1.39 1.35 0.17
H -2.21 -0.05 0.91
H -0.38 -1.53 -0.37
H 1.35 0.88 -1.18
H -0.21 0.82 -1.92
H 0.81 -0.59 -2.10
H 1.14 1.76 0.67
*
```

Properties
Frontier orbital gap   8.787 eV
Energy relative to the best compared isomer or geometry (same formula, charge and spin)   171.7 kcal/mol
LUMO energy   0.72 eV

Record 4
This record from OMol25 describes one molecule with the formula C4H8O. The level of theory is the ωB97M-V functional and the def2-TZVPD basis.

ORCA input file:
```
! wB97M-V def2-TZVPD RIJCOSX def2/J DEFGRID3
* xyz 0 1
C 1.60 -0.35 0.07
C 0.33 0.35 -0.56
C -0.92 -0.52 -0.35
C -1.42 0.61 0.56
O -0.24 1.39 0.27
H 2.36 0.40 0.24
H 1.47 -0.87 1.05
H 2.05 -1.14 -0.57
H 0.59 0.73 -1.56
H -1.59 -0.89 -1.14
H -0.36 -1.28 0.16
H -1.50 0.37 1.63
H -2.34 1.15 0.29
*
```

Properties
Frontier orbital gap   10.760 eV
Energy relative to the best compared isomer or geometry (same formula, charge and spin)   39.1 kcal/mol
LUMO energy   1.17 eV

Calculated values (eV Å⁻¹) of maximum force for the records, taken in order: 4.057; 2.637; 2.606; 2.021.